*one*
{"formula": "C2H6N2", "method": "ωB97M-V with the def2-TZVPD basis set", "smiles": "[H]/N=C/NC", "charge": 0, "homo_lumo_gap_ev": 10.07, "species": ["H", "N", "C", "N", "C", "H", "H", "H", "H", "H"], "coordinates": [[2.5882, -1.4617, -0.3089], [2.0451, -0.6282, -0.1521], [0.8162, -0.6577, 0.1404], [0.1504, 0.5383, 0.2933], [-1.2682, 0.5696, 0.0470], [0.2753, -1.5940, 0.2531], [0.5803, 1.3368, -0.1411], [-1.7423, -0.3830, -0.1947], [-1.8046, 1.1084, 0.8533], [-1.6405, 1.1715, -0.7902]], "nbo_charge": [0.354, -0.729, 0.282, -0.613, -0.429, 0.152, 0.395, 0.203, 0.191, 0.193]}


*two*
{"formula": "C2H6N2", "method": "ωB97M-V with the def2-TZVPD basis set", "smiles": "[H]/N=C\\NC", "charge": 0, "homo_lumo_gap_ev": 10.04, "species": ["H", "N", "C", "N", "C", "H", "H", "H", "H", "H"], "coordinates": [[-1.1227, -1.3406, -0.0200], [-1.7716, -0.5208, 0.0740], [-1.0985, 0.5819, 0.0591], [0.2814, 0.7093, 0.1653], [1.0669, -0.4137, 0.0615], [-1.7477, 1.5057, -0.0239], [0.6612, 1.6249, -0.2589], [2.1053, -0.1329, -0.2569], [1.0863, -0.9415, 1.0034], [0.5393, -1.0723, -0.8035]], "nbo_charge": [0.323, -0.705, 0.261, -0.626, -0.410, 0.179, 0.392, 0.216, 0.202, 0.168]}


Stability, highest: *one*


*one*
{"formula": "C7H14O3", "method": "ωB97M-V with the def2-TZVPD basis set", "smiles": "C1CCOCC1.CC(=O)O", "charge": 0, "homo_lumo_gap_ev": 10.97, "species": ["C", "C", "C", "O", "C", "C", "H", "H", "H", "H", "H", "H", "H", "H", "H", "H", "C", "C", "O", "O", "H", "H", "H", "H"], "coordinates": [[-0.1106, 0.1824, -1.3874], [-0.6431, 1.5774, -1.0581], [0.2532, 2.2441, -0.0240], [0.3604, 1.4642, 1.1617], [0.9366, 0.1936, 0.8808], [0.0854, -0.6084, -0.0936], [0.8650, 0.2810, -1.9011], [-0.7993, -0.3491, -2.0720], [-1.6666, 1.5005, -0.6434], [-0.6942, 2.2095, -1.9654], [-0.1453, 3.2278, 0.2906], [1.2618, 2.4098, -0.4489], [1.0372, -0.3202, 1.8562], [1.9539, 0.3331, 0.4674], [0.5700, -1.5838, -0.2916], [-0.8966, -0.8097, 0.3760], [4.3197, 3.6767, 3.1977], [3.3146, 2.9662, 2.3414], [3.5006, 2.5370, 1.2245], [2.1209, 2.8504, 2.9807], [5.2819, 3.7624, 2.6652], [4.4854, 3.1216, 4.1364], [3.9639, 4.6906, 3.4467], [1.5253, 2.3717, 2.3419]], "nbo_charge": [-0.400, -0.430, -0.079, -0.559, -0.079, -0.430, 0.199, 0.212, 0.203, 0.215, 0.195, 0.182, 0.195, 0.182, 0.215, 0.203, -0.729, 0.794, -0.614, -0.706, 0.234, 0.241, 0.241, 0.515]}


*two*
{"formula": "C7H14O3", "method": "ωB97M-V with the def2-TZVPD basis set", "charge": 0, "homo_lumo_gap_ev": 9.52, "species": ["C", "C", "C", "C", "C", "C", "C", "H", "H", "H", "H", "H", "H", "H", "H", "H", "H", "H", "H", "H", "H", "O", "O", "O"], "coordinates": [[-2.1983, -0.1611, 0.0273], [-0.9314, -0.8075, -0.3601], [0.0106, -1.2080, 0.7518], [1.0075, 0.0516, 1.2045], [1.6846, 0.6870, 0.0387], [0.5288, 1.1174, -0.9321], [-0.0978, -0.2894, -1.5354], [-2.4911, -1.1421, 0.7328], [-2.0700, 0.8000, 0.5976], [-2.7191, 0.1539, -1.0165], [-1.4075, -1.7930, -0.7112], [-0.6579, -1.4329, 1.6398], [0.6086, -2.1105, 0.2934], [0.3475, 0.8222, 1.4122], [0.8736, -0.0540, 3.1446], [2.2459, 0.0217, -0.7564], [2.2996, 1.9792, 1.6170], [0.8146, 1.6351, -1.7977], [-0.2870, 1.6292, -0.2969], [0.7810, -1.1287, -1.4047], [-1.7062, -0.5230, -2.5881], [1.6655, -0.2447, 2.3127], [2.4124, 1.8944, 0.3790], [-0.7139, 0.1034, -2.7523]], "nbo_charge": [-0.618, -0.277, -0.425, 0.077, 0.064, -0.416, 0.106, 0.229, 0.202, 0.218, 0.186, 0.208, 0.225, 0.140, 0.471, 0.180, 0.458, 0.229, 0.186, 0.157, 0.455, -0.675, -0.700, -0.681]}


Stability, highest: *one*


*one*
{"formula": "H7O3", "method": "ωB97M-V with the def2-TZVPD basis set", "s2": 0.75, "charge": 0, "spin_multiplicity": 2, "homo_lumo_gap_ev": [3.51, 13.32], "species": ["O", "H", "H", "O", "H", "H", "O", "H", "H", "H"], "coordinates": [[1.4771, -0.2498, 1.7451], [1.7096, -1.0399, 1.2034], [2.3582, -0.0415, 2.1251], [-1.0613, 0.0285, -1.9213], [-1.3338, -0.6809, -2.5338], [-1.0835, 0.8546, -2.4329], [-0.5867, 0.1543, 0.4733], [-0.7446, -0.1200, -0.5400], [0.3157, 0.1190, 1.1313], [-1.0506, 0.9758, 0.7499]], "nbo_charge": [-1.079, 0.420, 0.484, -1.078, 0.482, 0.470, -1.090, 0.495, 0.488, 0.408]}


*two*
{"formula": "H7O3", "method": "ωB97M-V with the def2-TZVPD basis set", "s2": 0.75, "charge": 0, "spin_multiplicity": 2, "homo_lumo_gap_ev": [3.60, 13.36], "species": ["O", "H", "H", "O", "H", "H", "O", "H", "H", "H"], "coordinates": [[1.4666, 1.0125, -1.4627], [1.5181, 1.2649, -2.3994], [2.3573, 0.7316, -1.1855], [-1.1111, -1.5408, 1.3321], [-1.7441, -1.8289, 2.0168], [-0.6917, -2.3074, 0.9308], [-0.4080, 0.5771, 0.1291], [-0.7185, -0.2539, 0.6796], [0.4177, 0.6115, -0.4960], [-0.7168, 1.4377, 0.5146]], "nbo_charge": [-1.059, 0.488, 0.458, -1.052, 0.490, 0.466, -1.130, 0.495, 0.485, 0.359]}


Stability, highest: *two*


*one*
{"formula": "C4H7NO", "method": "ωB97M-V with the def2-TZVPD basis set", "smiles": "O[C@H]1CN2C[C@@H]12", "charge": 0, "homo_lumo_gap_ev": 10.44, "species": ["O", "C", "C", "N", "C", "C", "H", "H", "H", "H", "H", "H", "H"], "coordinates": [[-0.7658, -0.4943, 1.9449], [0.1219, 0.1096, 1.0481], [1.0506, -0.6621, 0.0854], [0.8404, 0.3940, -0.9606], [-0.5175, 0.1674, -1.4231], [-0.3386, 0.9048, -0.1535], [-1.5450, -0.7869, 1.4593], [0.7528, 0.7679, 1.6520], [0.6800, -1.6459, -0.2284], [2.0945, -0.7508, 0.3916], [-0.8879, -0.8545, -1.4906], [-0.7744, 0.7983, -2.2712], [-0.6223, 1.9530, -0.1025]], "nbo_charge": [-0.700, 0.077, -0.265, -0.359, -0.276, -0.133, 0.468, 0.181, 0.184, 0.208, 0.192, 0.217, 0.206]}


*two*
{"formula": "C4H7NO", "method": "ωB97M-V with the def2-TZVPD basis set", "charge": 0, "homo_lumo_gap_ev": 9.73, "species": ["C", "C", "C", "C", "N", "O", "H", "H", "H", "H", "H", "H", "H"], "coordinates": [[-1.8986, -0.0750, -0.2969], [0.0824, 0.1237, -0.2588], [0.9393, 1.1916, 0.1279], [0.6708, -1.2804, 0.0213], [-1.0068, 0.2341, -1.1618], [-1.4680, -0.1063, 0.9505], [-2.9393, -0.2331, -0.4611], [2.0151, 1.2340, -0.2494], [0.8629, 1.3733, 1.2363], [0.5437, 2.2306, -0.1569], [-0.1132, -1.7063, 0.6230], [1.5938, -1.1789, 0.5715], [0.7179, -1.8072, -0.9456]], "nbo_charge": [0.422, 0.591, -0.760, -0.699, -0.598, -0.652, 0.166, 0.264, 0.292, 0.242, 0.273, 0.219, 0.240]}


*three*
{"formula": "C4H7NO", "method": "ωB97M-V with the def2-TZVPD basis set", "charge": 0, "homo_lumo_gap_ev": 9.71, "species": ["O", "C", "C", "C", "N", "C", "H", "H", "H", "H", "H", "H", "H"], "coordinates": [[2.0347, 0.6474, 0.1722], [0.8837, 0.2358, -0.4956], [0.2121, -1.1038, -0.0762], [-1.1152, -0.3593, 0.0564], [-0.8224, 0.8874, 1.1559], [-0.4303, 0.9890, -0.1714], [1.7697, 0.7713, 1.0960], [1.1012, 0.2480, -1.5679], [0.5748, -1.5064, 0.8729], [0.2289, -1.8852, -0.8394], [-2.0139, -0.5056, -0.5394], [-1.5822, -0.1932, 1.1519], [-0.8411, 1.7745, -0.8156]], "nbo_charge": [-0.698, 0.092, -0.438, -0.283, -0.519, -0.087, 0.475, 0.180, 0.226, 0.222, 0.252, 0.388, 0.190]}


*four*
{"formula": "C4H7NO", "method": "ωB97M-V with the def2-TZVPD basis set", "smiles": "C=CC#N.[H][H].C=O", "charge": 0, "homo_lumo_gap_ev": 10.74, "species": ["C", "C", "C", "N", "H", "H", "H", "H", "H", "C", "O", "H", "H"], "coordinates": [[-1.1121, 1.1769, -0.5076], [-0.2254, 1.1896, -1.5026], [0.6350, 0.0595, -1.7314], [1.3298, -0.8569, -1.8772], [-1.7348, 2.0406, -0.3015], [-1.2296, 0.3141, 0.1386], [-0.1008, 2.0410, -2.1646], [0.8399, 0.4322, 2.2609], [1.1579, 1.0661, 2.0335], [0.1208, -1.8727, 0.9104], [-0.5714, -1.1666, 1.6058], [-0.2952, -2.7707, 0.4202], [1.1859, -1.6532, 0.7154]], "nbo_charge": [-0.270, -0.343, 0.267, -0.333, 0.209, 0.228, 0.242, 0.018, -0.025, 0.286, -0.529, 0.119, 0.133]}


Stability, highest: *one*